15
Properties=species:S:1:pos:R:3:nbo_charge:R:1 method="wB97M-V/def2-TZVPD" mol_weight_g_mol=87.122 charge=0 homo_lumo_gap_ha=0.405 relative_energy_kj_mol=232.3
H 2.37 0.49 -0.15 0.354
N 1.50 0.95 -0.43 -0.695
C 0.50 0.23 -0.12 0.575
C 0.39 -1.19 0.26 -0.519
C -0.09 -1.36 1.70 -0.603
O -0.81 0.46 -0.71 -0.558
C -0.95 1.67 -1.46 -0.257
H 1.34 -1.71 0.09 0.223
H -0.61 -1.27 -0.45 0.284
H -0.12 -2.42 1.97 0.212
H 0.56 -0.83 2.41 0.203
H -1.10 -0.96 1.81 0.214
H -2.01 1.85 -1.63 0.190
H -0.55 2.52 -0.89 0.192
H -0.41 1.58 -2.41 0.185